Entry from the Open Molecules 2025 dataset: a cluster of 5 separate species, C15H35N5O5 in total in a non-equilibrium geometry (ωB97M-V/def2-TZVPD).

Geometry as XYZ:
```
60
C15H35N5O5 | the Open Molecules 2025 dataset | ωB97M-V/def2-TZVPD
O -1.304 2.192 6.051
O 2.466 -4.512 4.849
O -4.605 3.732 -3.932
O 3.555 1.241 -5.087
O 0.296 0.334 1.609
N 0.605 0.169 -0.641
N -2.003 0.307 4.977
N 3.712 3.187 -3.911
N 0.963 -5.193 3.267
N -3.450 1.801 -3.575
C -1.390 1.518 5.051
C 3.043 2.188 -4.524
C -2.218 -0.332 3.720
C -2.545 -0.332 6.153
C -4.275 2.627 -4.279
C 1.100 -1.183 -0.595
C 1.863 -5.387 4.263
C 0.643 0.837 -1.933
C 3.013 4.097 -3.033
C 0.464 -6.360 2.558
C -2.942 2.191 -2.282
C 0.938 -3.944 2.535
C 0.262 0.812 0.499
C 5.171 3.228 -3.925
C -3.311 0.399 -3.969
H -2.760 0.409 6.922
H 0.112 -7.106 3.267
H -0.950 1.810 4.081
H 5.529 2.739 -4.829
H -1.909 0.274 2.870
H 2.181 -1.185 -0.761
H -3.004 3.255 -2.074
H 1.992 -6.449 4.530
H -0.344 -6.067 1.894
H -1.638 -1.259 3.583
H 2.696 3.656 -2.084
H -3.463 1.743 -1.422
H -4.551 2.177 -5.249
H 1.303 -3.118 3.142
H 0.579 -1.854 -1.272
H -0.090 1.841 0.304
H -2.352 0.016 -3.628
H 1.240 -6.811 1.926
H 5.585 2.705 -3.064
H 0.976 -1.541 0.428
H 5.477 4.269 -3.983
H -3.338 0.348 -5.055
H -1.830 -1.037 6.588
H -3.471 -0.845 5.901
H 1.662 0.852 -2.325
H 0.440 1.903 -1.775
H -0.051 -3.619 2.205
H 2.139 4.536 -3.524
H -3.263 -0.627 3.582
H -4.124 -0.194 -3.547
H 1.946 2.313 -4.509
H -1.897 1.880 -2.203
H 1.584 -4.036 1.651
H -0.103 0.457 -2.627
H 3.646 4.949 -2.787
```

Summary:
Structure (SMILES): CN(C)C=O.CN(C)C=O.CN(C)C=O.CN(C)C=O.CN(C)C=O
Charge: 0
F_max (Eh/bohr): 0.0281
E (eV): -33810.122
Relative energy (zero: lowest compared OMol25 entry of this formula, charge and spin) (kJ/mol): 268.3
E_LUMO (eV): 0.2
HOMO level (eV): -9.0

---

Entry from the Open Molecules 2025 dataset: a cluster of 6 separate species, C15H35N6O8 in total in a non-equilibrium geometry (ωB97M-V/def2-TZVPD).

Geometry as XYZ:
```
64
C15H35N6O8 | the Open Molecules 2025 dataset | ωB97M-V/def2-TZVPD
O 0.708 0.000 -4.924
O -0.527 1.228 0.204
O -4.725 -0.011 3.347
O 3.075 2.774 -1.388
O 0.330 0.966 -1.809
O 3.334 -2.116 -0.540
O -1.684 -3.623 1.683
O 1.270 -0.012 -0.207
N -2.519 -2.049 3.044
N 3.153 5.032 -1.579
N -3.749 1.259 4.993
N -0.772 0.298 -6.545
N 3.642 -4.123 0.496
N 0.309 0.712 -0.584
C 3.494 -2.766 0.467
C -0.227 -1.789 2.315
C -4.608 0.687 6.037
C 1.114 3.977 -0.694
C -3.838 -2.606 3.152
C -1.582 -0.557 -4.350
C 4.482 5.116 -2.153
C 2.522 3.838 -1.283
C -1.509 -2.586 2.310
C 0.115 0.657 -7.637
C 3.329 -2.039 1.762
C -2.810 1.240 2.758
C -0.449 -0.130 -5.293
C -3.877 0.769 3.736
C 3.582 -5.015 -0.625
H -4.575 -1.818 2.978
H 0.454 3.431 -1.368
H 4.351 -1.923 2.160
H -1.723 0.139 -6.845
H 2.953 -1.024 1.693
H -1.755 -1.605 -4.637
H 2.620 5.880 -1.508
H -2.410 -1.063 3.214
H -0.297 -0.725 2.533
H 5.003 5.680 -1.367
H -1.392 -0.581 -3.283
H -3.297 1.429 1.805
H 0.769 5.009 -0.605
H 3.740 -4.497 1.425
H 5.044 4.193 -2.011
H 1.103 3.521 0.293
H -0.295 1.470 -8.230
H 1.111 0.830 -7.235
H 0.264 -0.202 -8.301
H -2.534 -0.093 -4.614
H 4.578 5.472 -3.175
H -4.044 -3.022 4.141
H -2.167 2.075 3.039
H -5.661 0.806 5.807
H 2.755 -5.711 -0.491
H 0.549 -2.336 2.845
H -4.428 1.350 6.891
H -4.296 -0.298 6.382
H 3.435 -4.427 -1.532
H -2.091 0.436 2.584
H 0.119 -1.780 1.275
H -3.991 -3.343 2.366
H -2.898 1.691 5.301
H 4.532 -5.518 -0.827
H 2.891 -2.580 2.605
```

Summary:
Charge: -1
F_max (Eh/bohr): 0.0560
E (eV): -41441.579
Relative energy (zero: lowest compared OMol25 entry of this formula, charge and spin) (kJ/mol): 231.8
E_LUMO (eV): 2.5
HOMO level (eV): -4.1

---

Entry from the Open Molecules 2025 dataset: a cluster of 5 separate species, C15H36FNO10 in total in a non-equilibrium geometry (ωB97M-V/def2-TZVPD).

Geometry as XYZ:
```
63
C15H36FNO10 | the Open Molecules 2025 dataset | ωB97M-V/def2-TZVPD
F 0.834 2.275 -5.111
O -1.160 1.414 -4.677
O -0.474 -0.777 2.381
O -2.590 0.037 -5.706
O 2.806 -1.975 1.533
O -0.430 -0.459 -5.314
O 0.822 2.890 1.477
O 2.639 1.504 -2.281
O 0.426 -2.949 0.991
O -1.892 -0.031 -1.575
O -1.456 1.968 0.191
N 0.711 0.066 -0.120
C 3.201 -1.631 2.911
C 0.494 -0.012 -4.485
C -2.635 0.030 -0.302
C -1.278 -2.025 2.473
C -2.159 -1.196 -2.290
C 2.617 -3.327 1.254
C 0.132 1.485 -4.326
C 1.156 -3.801 1.524
C -0.999 -3.080 1.369
C 2.158 3.274 1.593
C -1.429 0.268 -5.315
C 0.235 3.670 0.575
C -1.326 3.370 0.456
C -2.564 1.477 0.176
C -0.660 0.158 3.379
H -3.043 1.384 1.205
H 2.563 -1.697 3.670
H 0.343 1.919 -3.418
H 4.175 -1.902 2.940
H 0.775 3.627 -0.442
H 1.397 -0.210 -4.766
H -1.727 -2.664 0.551
H -1.115 -2.196 3.461
H -3.125 -1.297 -2.774
H -3.681 -0.490 -0.623
H -1.642 4.034 -0.177
H 2.343 4.351 1.650
H -2.308 -1.950 2.337
H 2.607 2.894 0.975
H 1.966 2.069 -2.310
H 0.412 0.567 0.546
H -1.771 0.243 3.149
H 0.855 -4.945 1.464
H -3.121 1.957 -0.534
H 3.343 -0.501 2.900
H 0.447 -0.582 -3.528
H 0.029 1.128 3.168
H -1.931 -2.000 -1.773
H 0.247 0.288 -0.845
H -1.919 3.571 1.328
H 0.335 -0.856 -0.043
H 2.626 2.971 2.518
H -1.518 -1.184 -3.121
H -0.352 -0.204 4.316
H -1.386 -4.022 1.505
H 1.041 -3.663 2.605
H 0.341 4.698 0.993
H 3.237 -4.025 1.843
H -2.156 -0.529 0.419
H 1.804 0.103 -0.247
H 2.726 -3.509 0.278
```

Summary:
Charge: 0
F_max (Eh/bohr): 0.3226
E (eV): -40805.048
Relative energy (zero: lowest compared OMol25 entry of this formula, charge and spin) (kJ/mol): 495.6
E_LUMO (eV): 0.2
HOMO level (eV): -6.5

---

Entry from the Open Molecules 2025 dataset: a structure of composition C15H36INO12P2S in a non-equilibrium geometry (ωB97M-V/def2-TZVPD).

Geometry as XYZ:
```
68
C15H36INO12P2S | the Open Molecules 2025 dataset | ωB97M-V/def2-TZVPD
I 0.439 7.983 1.319
S -2.990 5.169 0.560
P 1.028 0.866 -3.854
P 0.461 -2.706 3.380
O -2.831 3.786 0.881
O -0.594 -2.216 4.545
O 0.602 2.138 -3.181
O -4.372 5.482 0.565
O 1.221 -0.059 -2.508
O -0.120 -1.936 2.233
O 1.918 -0.213 -4.722
O -2.213 5.337 -0.890
O -2.111 6.204 1.493
O 1.511 -3.213 4.541
O -0.112 -4.219 3.073
O -0.412 0.310 -4.424
N 0.335 4.409 1.187
C 1.663 0.529 -1.280
C 1.044 -2.068 -6.013
C -2.605 -0.974 4.053
C 1.596 -5.290 1.701
C 0.501 0.653 -0.318
C 1.074 -4.061 5.612
C 1.615 -1.615 -4.687
C -1.162 -0.903 4.506
C -1.267 6.918 0.576
C -1.194 1.158 -5.260
C -0.626 1.242 -6.666
C 1.651 -5.452 5.458
C 0.159 -4.810 1.804
C 0.120 4.759 -0.211
C -0.935 5.888 -0.480
H -0.009 -4.111 5.692
H -1.217 1.927 -7.277
H 1.059 -3.157 -6.081
H 2.299 -4.473 1.886
H -3.199 -1.543 4.771
H -0.327 1.211 -0.758
H 0.410 1.590 -6.653
H -1.279 2.156 -4.823
H 1.070 5.083 -0.653
H -0.270 3.854 -0.697
H -2.696 -1.481 3.093
H -0.067 -4.108 0.998
H 1.791 -5.701 0.709
H 0.809 1.156 0.601
H 0.008 -1.745 -6.121
H 2.706 -5.414 5.184
H 1.542 -6.014 6.387
H 1.451 -3.609 6.531
H 2.562 -2.126 -4.502
H 0.864 5.103 1.694
H -0.578 6.372 -1.404
H 0.114 -0.334 -0.060
H -0.632 0.263 -7.146
H 2.424 -0.130 -0.857
H 1.130 -6.004 4.675
H 1.800 -6.065 2.440
H 2.134 1.497 -1.454
H -2.199 0.735 -5.293
H -0.521 -5.656 1.695
H -3.035 0.025 3.961
H -0.516 4.142 1.662
H -0.581 -0.241 3.864
H -1.873 7.729 0.151
H 0.939 -1.877 -3.877
H -1.112 -0.497 5.519
H 1.605 -1.649 -6.849
```

Summary:
Charge: 0
F_max (Eh/bohr): 0.1503
E (eV): -79711.249
E_LUMO (eV): -0.4
HOMO level (eV): -9.2

---

Entry from the Open Molecules 2025 dataset: a cluster of 4 separate species, C15H36N4O3 in total in a non-equilibrium geometry (ωB97M-V/def2-TZVPD).

Geometry as XYZ:
```
58
C15H36N4O3 | the Open Molecules 2025 dataset | ωB97M-V/def2-TZVPD
O 1.956 30.427 18.952
O -1.850 31.140 17.123
O -0.792 35.395 15.772
N -0.162 30.075 19.744
N -0.831 26.362 20.234
N -3.227 29.503 16.410
N 0.258 34.844 17.798
C 1.400 26.906 21.474
C 0.746 33.825 18.760
C -1.005 26.071 17.685
C -2.110 25.704 20.611
C -0.446 34.600 16.668
C -1.495 29.529 19.555
C -3.525 28.521 15.331
C -4.406 29.958 17.001
C -2.062 30.169 16.410
C -2.141 24.160 20.600
C 0.649 36.257 18.119
C -0.124 25.934 18.945
C 0.850 29.917 18.864
C -0.115 30.848 20.979
C 0.042 26.174 21.428
H -2.424 25.996 21.613
H 1.737 36.302 18.177
H -1.074 31.170 21.385
H 0.505 31.735 20.850
H -4.466 28.699 14.810
H -3.382 27.518 15.731
H -1.562 25.140 17.573
H -1.487 28.771 18.772
H -1.247 29.615 15.918
H -2.214 30.320 19.340
H -0.362 26.335 16.846
H 0.784 26.537 18.914
H -2.867 28.583 14.465
H 0.169 37.070 17.573
H 1.319 27.880 20.990
H 0.329 32.843 18.538
H 0.585 29.392 17.933
H -1.954 29.086 20.439
H 0.236 24.908 19.015
H 0.301 30.129 21.685
H 0.386 34.161 19.732
H 1.834 33.813 18.824
H -1.582 26.993 17.742
H -3.169 23.800 20.624
H -4.989 29.075 17.264
H -0.549 26.424 22.309
H 1.755 26.867 22.504
H -5.117 30.524 16.399
H -1.625 23.642 21.408
H 0.363 36.328 19.168
H 0.313 25.119 21.475
H -2.837 26.184 19.956
H -1.694 23.660 19.741
H 2.162 26.490 20.815
H -0.785 33.555 16.603
H -4.451 30.637 17.853
```

Summary:
Structure (SMILES): CCN(CC)CC.CN(C)C=O.CN(C)C=O.CN(C)C=O
Charge: 0
F_max (Eh/bohr): 0.0663
E (eV): -28239.613
Relative energy (zero: lowest compared OMol25 entry of this formula, charge and spin) (kJ/mol): 145.9
E_LUMO (eV): 0.5
HOMO level (eV): -8.6

---

Entry from the Open Molecules 2025 dataset: a cluster of 4 separate species, C15H37B3BrFO9 in total (ωB97M-V/def2-TZVPD).

Geometry as XYZ:
```
66
C15H37B3BrFO9 | the Open Molecules 2025 dataset | ωB97M-V/def2-TZVPD
Br -4.802 1.898 -0.702
F -0.614 3.959 2.409
O 1.055 -2.767 -1.499
O 0.957 -5.461 2.323
O 4.021 2.792 -2.094
O -2.979 0.746 1.747
O 1.701 -1.263 -3.943
O 1.318 3.888 -1.657
O 0.012 -2.748 3.074
O -2.638 2.852 2.762
O -0.910 1.821 1.492
C 2.414 4.616 -2.174
C 0.801 -4.367 1.436
C 0.114 -3.548 -2.213
C 1.420 3.600 -0.273
C -5.648 2.730 0.863
C -5.068 2.219 2.190
C 2.336 -2.718 -2.102
C 3.467 1.496 -2.163
C 0.431 -2.943 4.409
C -5.532 4.236 0.718
C 3.379 3.733 -2.936
C 0.600 -0.408 -3.698
C 1.010 -3.031 2.108
C -0.265 -6.008 2.773
C 2.564 -1.413 -2.832
B -1.372 2.890 2.221
B -3.528 1.920 2.221
B -1.607 0.656 1.775
H 1.294 4.509 0.326
H 3.923 0.908 -1.367
H -0.193 -4.387 0.974
H 0.080 -3.269 -3.269
H -0.781 -6.542 1.966
H -0.452 -2.853 5.039
H 1.159 -2.182 4.711
H 1.542 -4.466 0.638
H -4.489 4.544 0.621
H -6.059 4.583 -0.170
H 3.691 1.019 -3.125
H -1.051 -0.332 2.124
H 0.622 2.905 -0.027
H -6.685 2.420 0.771
H -5.599 1.315 2.501
H 2.433 -0.580 -2.133
H 0.921 0.636 -3.614
H 0.068 -0.687 -2.784
H 2.384 3.147 -0.027
H 2.469 -3.561 -2.789
H -5.283 2.991 2.935
H 0.346 -4.616 -2.133
H 3.084 -2.809 -1.307
H 0.957 -2.255 1.338
H 0.875 -3.932 4.552
H 3.594 -1.388 -3.201
H -0.933 -5.237 3.168
H -5.947 4.723 1.604
H 2.844 3.220 -3.743
H -0.860 -3.366 -1.762
H -0.073 -0.501 -4.548
H 2.006 -2.992 2.565
H 2.948 5.131 -1.367
H 2.020 5.374 -2.858
H 4.154 4.359 -3.387
H 2.382 1.511 -2.021
H -0.028 -6.717 3.565
```

Summary:
Structure (SMILES): C[C@@H](Br)CB1OBOB(F)O1.COCCOC.COCCOC.COCCOC
Charge: 0
F_max (Eh/bohr): 0.0155
E (eV): -109377.262
Relative energy (zero: lowest compared OMol25 entry of this formula, charge and spin) (kJ/mol): 0.0
E_LUMO (eV): 0.4
HOMO level (eV): -9.2

---

Entry from the Open Molecules 2025 dataset: a cluster of 9 separate species, C15H37F9N3O13PS in total in a non-equilibrium geometry (ωB97M-V/def2-TZVPD).

Geometry as XYZ:
```
79
C15H37F9N3O13PS | the Open Molecules 2025 dataset | ωB97M-V/def2-TZVPD
S 3.731 1.671 -0.428
P -2.277 3.176 -0.886
F -1.911 -4.696 1.780
F -3.905 3.335 -0.690
F -0.655 -3.539 0.642
F -0.681 3.028 -1.106
F -2.339 1.943 0.158
F -2.635 2.107 -2.054
F -1.106 -2.929 2.461
F -2.319 4.351 -2.035
F -2.179 4.253 0.333
O 5.364 1.493 -0.875
O 3.387 2.539 -1.785
O 0.375 -0.804 -3.765
O -0.498 1.024 2.363
O -0.798 0.593 -5.139
O 3.582 2.500 0.812
O 0.190 1.504 -3.332
O -2.646 -1.497 0.200
O 3.087 0.308 -0.469
O -3.942 -2.796 1.707
O 2.634 -4.934 1.692
O 3.271 -5.848 -0.348
O 2.867 -3.671 -0.062
N -0.097 3.687 1.630
N -2.895 -0.082 2.742
N 0.027 -0.220 -0.254
C -0.074 2.608 -4.138
C -2.811 -2.811 0.737
C -5.730 -2.702 2.814
C 2.937 -4.871 0.376
C 0.696 0.485 2.916
C 4.419 2.486 -2.772
C 1.164 3.576 -4.321
C -5.180 -2.480 1.356
C -0.851 1.935 -5.350
C 2.075 -3.690 2.170
C -1.659 -3.505 1.384
C 2.844 -3.343 3.575
C -0.042 0.329 -4.127
C 2.407 -2.793 0.968
C 5.536 1.444 -2.254
H -5.837 -3.765 3.032
H 1.050 -0.427 2.435
H 1.521 -2.167 0.861
H -0.714 3.236 -3.518
H -0.915 4.021 2.118
H 5.528 0.373 -2.456
H -0.226 2.688 1.699
H 2.567 -4.056 4.351
H -3.051 -3.437 -0.122
H 1.020 -3.889 2.357
H 4.885 3.471 -2.756
H 0.538 -0.339 -1.116
H -5.156 -1.420 1.104
H -3.643 0.470 2.349
H 3.924 -3.203 3.518
H -6.730 -2.269 2.828
H 3.199 -2.191 1.412
H -0.749 -0.863 -0.191
H 0.789 4.002 1.999
H 1.563 1.137 2.816
H 1.581 4.092 -3.456
H 6.498 1.837 -2.583
H -0.515 2.339 -6.305
H 1.106 4.235 -5.187
H -0.239 3.871 0.647
H 0.367 -0.552 0.638
H -5.122 -2.239 3.590
H -1.871 2.296 -5.212
H -2.801 -1.010 2.353
H -5.707 -3.068 0.604
H 4.172 2.198 -3.794
H 0.635 0.011 3.896
H -0.494 0.625 -0.070
H -2.942 -0.059 3.751
H -1.996 0.308 2.497
H 2.361 -2.434 3.931
H 2.041 3.015 -4.647
```

Summary:
Charge: 0
F_max (Eh/bohr): 0.1434
E (eV): -91824.198
E_LUMO (eV): -0.3
HOMO level (eV): -8.1